## w
Density functional theory data (ωB97M-V/def2-TZVPD) for a cluster of 2 separate species, C3H12NO2 in total.

Each line ends with the Mulliken charge.
Positions of all 18 atoms, in Å:
C 0.375 0.721 0.078  -0.425
O 1.744 0.873 -0.194  -0.548
C -0.520 1.696 -0.657  0.017
C -1.869 1.056 -1.055  -1.251
N 0.230 1.872 -2.026  -0.376
H 0.172 0.915 1.143  0.334
H 0.030 -0.305 -0.110  0.351
H 2.247 0.152 0.182  0.336
H -0.657 2.709 -0.278  0.410
H -1.573 0.135 -1.571  0.381
H -2.430 0.850 -0.148  0.351
H -2.412 1.655 -1.775  0.397
H 0.150 1.008 -2.558  0.343
H 1.225 1.940 -1.762  0.345
H -0.052 2.672 -2.568  0.333
H -0.228 -6.173 3.524  0.323
H -0.657 -4.797 3.831  0.316
O 0.111 -5.284 3.525  -0.640

M = 94.1 g mol⁻¹
net charge = +1

=====

## x
Density functional theory data (ωB97M-V/def2-TZVPD) for a cluster of 2 separate species, C3H12NO2 in total.

Each line ends with the Mulliken charge.
Positions of all 18 atoms, in Å:
C -0.308 0.015 0.002  -0.371
C -0.313 0.686 1.354  -0.556
C -0.084 -0.446 2.377  -0.559
O 1.131 -1.124 1.921  -0.513
N -0.812 1.015 -1.226  -0.408
H 0.670 -0.305 -0.349  0.308
H -1.108 -0.814 0.005  0.297
H -1.267 1.179 1.647  0.357
H 0.469 1.450 1.380  0.350
H -1.135 -0.959 2.327  0.303
H 0.109 -0.215 3.488  0.321
H 0.881 -2.119 1.946  0.342
H -0.877 0.310 -2.042  0.416
H -1.696 1.578 -1.062  0.354
H -0.079 1.709 -1.475  0.358
H 1.147 -0.622 -3.095  0.323
H 0.287 -0.124 -4.384  0.309
O 0.432 -0.088 -3.447  -0.633

M = 94.1 g mol⁻¹
net charge = +1

=====

The data favor w; the next most stable structure lies 13.1 kcal/mol above it.

=====

## w
Density functional theory data (ωB97M-V/def2-TZVPD) for a cluster of 2 separate species, C3H12NO2 in total.

Each line ends with the Mulliken charge.
Positions of all 18 atoms, in Å:
C -0.832 0.192 -1.611  -0.653
O -1.490 1.163 -2.431  -0.514
C 0.101 0.999 -0.701  0.298
C 0.965 0.343 0.344  -1.378
N -0.762 2.094 0.012  -0.342
H -0.162 -0.482 -2.157  0.327
H -1.468 -0.483 -1.021  0.396
H -2.424 0.957 -2.270  0.362
H 0.774 1.618 -1.307  0.307
H 1.841 -0.107 -0.155  0.349
H 1.302 1.054 1.108  0.410
H 0.448 -0.409 0.949  0.380
H -1.448 1.660 0.631  0.334
H -1.251 2.581 -0.746  0.379
H -0.164 2.706 0.561  0.345
H 1.921 -4.027 3.266  0.323
H 1.292 -5.390 2.893  0.325
O 1.355 -4.470 2.636  -0.647

M = 94.1 g mol⁻¹
net charge = +1

=====

## x
Density functional theory data (ωB97M-V/def2-TZVPD) for a cluster of 3 separate species, C3H12NO2 in total.

Each line ends with the Mulliken charge.
Positions of all 18 atoms, in Å:
C -0.028 0.174 -2.943  -1.131
C -0.403 0.078 -1.463  0.198
C 0.006 1.097 -0.608  -0.544
N -0.107 0.934 0.827  -0.264
H 1.109 0.034 -2.967  0.287
H -0.544 -0.558 -3.500  0.342
H -0.053 1.258 -3.336  0.327
H -0.946 -0.738 -0.860  0.247
H 0.524 1.881 -1.085  0.348
H -1.150 0.593 1.129  0.451
H 0.502 0.119 1.006  0.426
H 0.007 1.733 1.412  0.345
H 2.419 -1.041 1.278  0.355
H 2.392 -0.560 2.796  0.305
O 1.851 -0.485 2.016  -0.699
H -1.617 -1.178 2.796  0.329
H -2.038 -2.124 1.618  0.313
O -1.923 -1.218 1.884  -0.637

M = 94.1 g mol⁻¹
net charge = +1

=====

The data favor w; the next most stable structure lies 27.2 kcal/mol above it.

=====

## w
Density functional theory data (ωB97M-V/def2-TZVPD) for a cluster of 2 separate species, C5H11NO in total.

Each line ends with the Mulliken charge.
Positions of all 18 atoms, in Å:
H 1.634 1.799 1.510  0.229
N 1.535 1.222 0.677  -0.636
C 0.616 0.366 0.716  0.616
C -0.261 0.017 1.881  -1.401
C 0.688 -0.850 -0.448  -0.638
C -0.588 -1.624 -0.739  -0.946
H -0.032 -0.984 2.244  0.305
H -1.303 0.051 1.563  0.301
H -0.119 0.716 2.706  0.439
H 1.221 -0.546 -1.348  0.411
H 1.384 -1.510 0.072  0.406
H -0.384 -2.437 -1.436  0.353
H -1.355 -0.987 -1.176  0.240
H -1.018 -2.055 0.163  0.270
C -0.479 1.613 -1.628  -0.041
O -1.617 1.262 -1.808  -0.452
H 0.134 2.168 -2.359  0.330
H -0.056 1.776 -0.590  0.214

SMILES string = [H]/N=C(\C)CC.C=O
M = 101.1 g mol⁻¹

=====

## x
Density functional theory data (ωB97M-V/def2-TZVPD) for a cluster of 2 separate species, C5H11NO in total.

Each line ends with the Mulliken charge.
Positions of all 18 atoms, in Å:
C 2.837 -0.059 0.247  -0.856
N 1.447 -0.250 -0.038  -0.439
C 0.635 0.696 0.039  0.661
O 0.481 1.972 0.291  -0.528
C -0.763 0.889 -0.147  -0.283
C -1.773 0.718 0.948  -1.113
H 3.416 -0.364 -0.630  0.286
H 3.111 -0.721 1.074  0.288
H 3.075 0.977 0.506  0.302
H -1.135 1.095 -1.148  0.463
H -2.772 0.438 0.592  0.327
H -1.459 0.004 1.715  0.300
H -1.824 1.714 1.382  0.388
C -1.061 -1.588 -0.842  -0.956
H -0.137 -1.085 -0.557  0.290
H -1.383 -2.166 0.025  0.274
H -0.735 -2.212 -1.667  0.371
H -1.897 -0.971 -1.191  0.227

SMILES string = C/N=C1\O[C@@H]1C.C
M = 101.1 g mol⁻¹

=====

The data favor w; the next most stable structure lies 17.0 kcal/mol above it.

=====

## w
Density functional theory data (ωB97M-V/def2-TZVPD) for a cluster of 2 separate species, C5H11NO in total.

Each line ends with the Mulliken charge.
Positions of all 18 atoms, in Å:
C -1.626 2.532 1.737  -0.651
C -1.911 1.596 0.817  -0.304
C -0.870 0.504 0.293  -0.330
C 0.342 1.137 -0.422  -0.377
C 0.717 0.637 -1.658  -0.194
N 1.540 1.430 -2.621  -0.512
H -2.229 2.388 2.644  0.253
H -1.163 3.589 1.560  0.232
H -2.967 1.407 0.607  0.296
H -1.459 -0.085 -0.436  0.284
H -0.441 -0.028 1.137  0.279
H 0.993 1.880 0.056  0.270
H 0.260 -0.225 -2.123  0.313
H 1.730 1.088 -3.551  0.219
H 2.385 1.716 -2.170  0.222
O 1.738 -6.750 1.117  -0.648
H 0.838 -6.346 1.058  0.326
H 2.123 -6.470 1.954  0.321

SMILES string = C=CC/C=C/N.O
M = 101.1 g mol⁻¹

=====

## x
Density functional theory data (ωB97M-V/def2-TZVPD) for a cluster of 2 separate species, C5H11NO in total.

Each line ends with the Mulliken charge.
Positions of all 18 atoms, in Å:
C -0.310 -0.595 1.863  -0.703
C -0.039 -1.368 0.859  -0.373
C -1.316 -1.296 -0.079  -0.494
C -1.077 -0.859 -1.346  0.562
C -2.010 0.085 -2.004  -1.004
N 0.172 -0.976 -1.924  -0.530
H 0.192 -0.825 2.937  0.175
H -0.819 0.352 1.789  0.321
H 0.761 -2.075 0.897  0.348
H -2.324 -1.306 0.460  0.389
H -2.313 -0.240 -3.087  0.267
H -2.880 0.214 -1.246  0.280
H -1.363 0.993 -2.209  0.268
H 0.851 -1.663 -1.624  0.248
H 0.008 -1.297 -2.828  0.248
O 3.625 3.648 2.310  -0.633
H 2.800 3.563 2.696  0.303
H 3.393 4.126 1.444  0.328

SMILES string = C=C/C=C(/C)N.O
M = 101.1 g mol⁻¹

=====

## y
Density functional theory data (ωB97M-V/def2-TZVPD) for an isolated molecule of C5H11NO.

Each line ends with the Mulliken charge.
Positions of all 18 atoms, in Å:
C 1.018 -0.331 -1.664  -1.235
C 1.128 -0.599 -0.167  -0.430
C -0.103 -0.192 0.689  0.436
C 0.332 0.572 1.937  -1.707
N -1.097 0.604 -0.022  -0.116
C -2.133 0.038 -0.689  -0.105
O -2.298 -1.159 -0.827  -0.552
H 0.169 -0.860 -2.106  0.270
H 0.897 0.739 -1.868  0.308
H 1.932 -0.664 -2.168  0.404
H 1.312 -1.669 -0.009  0.277
H 2.016 -0.080 0.215  0.325
H -0.635 -1.102 0.983  0.296
H 1.066 -0.009 2.503  0.389
H 0.812 1.519 1.655  0.412
H -0.516 0.794 2.592  0.407
H -1.065 1.610 0.048  0.256
H -2.833 0.789 -1.102  0.364

SMILES string = CC[C@@H](C)NC=O
M = 101.1 g mol⁻¹

=====

## z
Density functional theory data (ωB97M-V/def2-TZVPD) for an isolated molecule of C5H11NO.

Each line ends with the Mulliken charge.
Positions of all 18 atoms, in Å:
C -1.973 -0.211 -0.495  -0.950
C -0.723 -0.646 -0.404  0.542
C -0.316 -2.071 -0.654  -1.120
N 0.358 0.176 0.018  0.066
C 1.135 0.735 -1.075  -0.875
O -0.123 1.247 0.849  -0.271
C 0.672 1.346 2.010  -0.560
H -2.780 -0.875 -0.748  0.297
H -2.217 0.813 -0.280  0.316
H -1.067 -2.570 -1.274  0.370
H 0.651 -2.132 -1.147  0.308
H -0.240 -2.593 0.301  0.240
H 1.561 -0.067 -1.654  0.290
H 0.524 1.363 -1.736  0.331
H 1.941 1.339 -0.660  0.293
H 0.103 1.957 2.712  0.236
H 1.634 1.835 1.797  0.208
H 0.861 0.356 2.441  0.281

SMILES string = C=C(C)N(C)OC
M = 101.1 g mol⁻¹

=====

The data favor y; the next most stable structure lies 69.1 kcal/mol above it.

=====

## w
Density functional theory data (ωB97M-V/def2-TZVPD) for a cluster of 3 separate species, C3H7NO3 in total.

Each line ends with the Mulliken charge.
Positions of all 14 atoms, in Å:
C 1.053 -0.099 -1.061  -0.975
C 0.004 -0.754 -0.741  0.949
O -1.021 -1.301 -0.431  -0.525
H 0.855 0.914 -1.108  0.314
H 2.041 -0.622 -1.003  0.267
C 1.481 -1.256 2.582  -0.103
O 1.413 -0.151 2.155  -0.340
H 1.304 -2.235 2.125  0.214
H 2.097 -1.383 3.548  0.233
N -1.425 1.580 -1.136  -0.393
O -2.657 0.984 -1.426  -0.414
H -1.431 2.328 -0.464  0.197
H -1.010 1.922 -2.031  0.245
H -2.704 0.075 -1.009  0.332

SMILES string = C=C=O.C=O.NO
M = 105.1 g mol⁻¹

=====

## x
Density functional theory data (ωB97M-V/def2-TZVPD) for a cluster of 2 separate species, C3H7NO3 in total.

Each line ends with the Mulliken charge.
Positions of all 14 atoms, in Å:
C -5.022 -0.037 -0.181  0.767
C 1.203 -0.415 -0.513  -0.763
C -1.128 -0.677 0.514  -0.848
N -0.139 0.174 -0.446  -0.154
O -5.195 -1.164 -0.229  -0.349
O -4.924 1.105 -0.145  -0.392
O -2.347 0.017 0.399  -0.172
H 1.461 -0.705 -1.529  0.278
H 1.960 0.280 -0.147  0.313
H 1.204 -1.307 0.114  0.315
H -0.682 -0.461 1.518  0.160
H -0.631 0.113 -1.337  0.279
H -0.101 1.168 -0.184  0.340
H -2.400 0.825 0.934  0.226

M = 105.1 g mol⁻¹

=====

The data favor x; the next most stable structure lies 46.2 kcal/mol above it.

=====

## w
Density functional theory data (ωB97M-V/def2-TZVPD) for the ion C4H7N with charge +1.

Each line ends with the Löwdin spin population.
Positions of all 12 atoms, in Å:
N 2.205 -0.108 0.876  0.704
C 0.822 -0.312 0.333  0.091
C 0.081 0.692 -0.621  -0.016
C -1.294 0.472 -0.681  -0.004
C -1.998 -0.564 0.017  0.189
H 2.950 -0.129 0.140  0.017
H 1.542 -1.017 -0.136  0.002
H 0.252 -0.572 1.182  -0.002
H 0.647 1.373 -1.200  -0.002
H -2.000 1.297 -0.923  0.002
H -1.523 -1.165 0.822  0.008
H -2.961 -0.761 -0.302  0.011

expectation value of S² = 0.82
2S+1 = 2
M = 69.1 g mol⁻¹
net charge = +1

=====

## x
Density functional theory data (ωB97M-V/def2-TZVPD) for the ion C4H7N with charge +1.

Each line ends with the Löwdin spin population.
Positions of all 12 atoms, in Å:
C 2.158 1.022 -0.165  0.061
C -0.652 -0.332 0.049  0.070
C -1.282 -0.019 -1.107  0.176
C -1.035 -1.181 1.116  0.433
N 0.700 0.354 0.368  0.186
H 2.079 2.146 -0.230  0.015
H 2.513 0.367 -0.958  -0.002
H 0.673 0.795 -0.604  0.005
H -2.403 0.049 -1.237  0.007
H -0.644 0.301 -1.890  0.011
H -1.839 -1.898 0.982  0.019
H -0.410 -1.178 2.004  0.019

expectation value of S² = 0.84
2S+1 = 2
M = 69.1 g mol⁻¹
net charge = +1

=====

The data favor w; the next most stable structure lies 68.6 kcal/mol above it.